ORCA calculation (ωB97M-V with the def2-TZVPD basis set) on C35H33N8O7PS2Sr as an isolated structure.

Calculated values
**Charge**: -2
**ΔE to the lowest compared entry with this formula, charge and spin**: 5.002 eV
**Lowest unoccupied orbital energy (alpha / beta)**: 3.326 / 3.324 eV
**Orbital gap (alpha / beta)**: 4.45 / 3.45 eV

Element x y z (Å)
Sr: -0.588645 0.337233 1.338629
C: -3.823223 -1.209376 0.433416
C: -3.828889 -0.771349 1.899978
N: -2.565157 -1.081735 2.553781
C: -2.122820 -2.452502 2.506533
C: 0.368360 -2.868119 0.265466
N: 0.253698 -1.888207 -0.592276
C: -0.739996 -1.860585 -1.671152
C: -2.149591 -2.056385 -1.139952
N: -2.544678 -0.966086 -0.249865
H: -4.650316 -0.699256 -0.070951
H: -4.033876 -2.278039 0.365328
H: -4.692600 -1.250950 2.383420
H: -3.963730 0.309457 1.959547
H: -2.492194 -0.693798 3.495254
H: -2.660738 -3.021362 1.755087
H: -2.218485 -2.977144 3.457422
H: -0.264851 -3.770189 0.282644
H: 1.238608 -2.823317 0.910916
H: 1.031314 -1.229735 -0.646628
H: -0.496023 -2.630356 -2.405488
H: -0.658206 -0.886132 -2.161929
H: -2.207706 -2.998844 -0.585614
H: -2.814684 -2.149538 -2.010623
H: -2.614986 -0.109648 -0.795181
N: -2.143996 1.121687 -2.691045
C: -1.127266 1.312681 -3.613206
C: -1.421746 1.183655 -4.978143
C: -0.441961 1.329625 -5.937457
C: 0.870694 1.602944 -5.569010
C: 1.174275 1.714965 -4.225043
C: 0.205474 1.563557 -3.232378
P: 0.620071 1.763915 -1.457530
C: 2.155466 0.797410 -1.240984
C: 2.801124 0.938694 -0.007777
C: 3.846506 0.099343 0.341516
C: 4.267558 -0.891154 -0.533941
C: 3.638512 -1.037745 -1.762012
C: 2.588604 -0.199589 -2.117888
C: 1.149036 3.511943 -1.450095
C: 0.131489 4.462915 -1.426257
C: 0.435501 5.813223 -1.429974
C: 1.760694 6.225042 -1.453241
C: 2.777674 5.282826 -1.485481
C: 2.475704 3.927957 -1.485987
H: -3.068396 1.255919 -3.070505
H: -2.064458 1.598256 -1.790360
H: -2.444765 0.978465 -5.272287
H: -0.703350 1.230554 -6.984243
H: 1.640116 1.731541 -6.318925
H: 2.191021 1.943406 -3.922988
H: 2.453295 1.684684 0.700853
H: 4.293501 0.189082 1.321660
H: 5.066621 -1.562455 -0.247896
H: 3.958480 -1.813270 -2.447383
H: 2.104494 -0.327600 -3.081040
H: -0.905286 4.147602 -1.368949
H: -0.364090 6.540250 -1.373727
H: 1.998905 7.280640 -1.424258
H: 3.813281 5.600490 -1.494258
H: 3.276606 3.198705 -1.497980
O: 1.630239 -0.733830 2.191538
C: 0.996886 -1.046359 3.252013
O: 0.175856 -0.288033 3.811650
C: 1.070930 -2.505593 3.666778
C: 1.966654 -3.118820 4.510731
C: 1.878272 -4.524480 4.659167
C: 0.946538 -5.274069 3.918764
C: 0.077588 -4.652968 3.028546
C: 0.106210 -3.246036 2.986517
O: -0.720107 -2.480727 2.157875
N: -0.747441 -5.419337 2.186779
O: -0.940403 -6.646778 2.438857
O: -1.146021 -4.904195 1.037992
N: 2.766171 -5.178932 5.506782
O: 3.641880 -4.486376 6.123421
O: 2.713519 -6.449399 5.602196
H: 2.723410 -2.579242 5.056759
H: 0.937826 -6.347060 4.005967
S: -0.347763 3.180401 2.056007
C: -1.710488 3.573182 1.095784
S: -2.706650 2.311166 0.422479
C: -2.041651 4.901709 0.828129
C: -1.267955 5.996062 1.315835
N: -0.683059 6.924771 1.673277
C: -3.111136 5.256429 -0.042875
N: -3.979268 5.564353 -0.740524

Force components x, y, z for each atom (eV/Å):
Sr 0.1 0.0 0.9
C 0.0 0.0 0.0
C 0.0 0.0 0.0
N 0.2 0.0 0.2
C 0.4 -0.2 0.1
C 0.3 1.0 -0.7
N 0.5 -0.7 0.3
C -0.1 0.2 0.0
C -0.1 -0.1 -0.1
N 0.2 0.1 -0.1
H 0.0 0.0 0.0
H 0.0 0.0 0.0
H 0.0 0.0 0.0
H 0.0 0.0 0.0
H 0.0 -0.1 -0.3
H 0.0 -0.1 -0.1
H 0.0 0.0 0.1
H -0.2 -0.2 0.2
H 0.0 0.1 0.1
H -0.2 0.0 0.1
H 0.0 0.0 0.0
H 0.0 -0.1 0.0
H 0.0 0.0 0.0
H 0.0 0.0 0.0
H 0.0 -0.2 0.1
N -0.1 0.0 0.1
C 0.2 -0.1 -0.1
C 0.0 0.0 0.0
C 0.0 -0.1 0.0
C 0.1 0.0 0.0
C 0.0 0.2 0.0
C -0.2 -0.1 0.0
P -0.1 0.1 -0.1
C 0.1 0.1 -0.1
C 0.0 -0.1 0.0
C 0.0 0.0 0.0
C 0.0 0.0 0.0
C 0.0 0.0 0.0
C 0.0 0.0 -0.1
C 0.1 -0.1 0.0
C 0.0 -0.1 0.0
C 0.0 0.0 0.0
C 0.0 0.0 0.0
C 0.0 0.0 0.0
C 0.0 0.0 0.0
H 0.0 0.0 0.0
H 0.1 0.2 0.0
H 0.0 0.0 0.0
H 0.0 0.0 0.0
H 0.0 0.0 0.0
H 0.0 0.0 0.0
H 0.0 0.0 0.0
H 0.0 0.0 0.0
H 0.0 0.0 0.0
H 0.0 0.0 0.0
H 0.0 0.0 0.1
H 0.1 0.0 -0.1
H 0.0 0.0 0.0
H 0.0 0.0 0.0
H 0.0 0.0 0.0
H 0.0 0.0 0.0
O -0.2 0.1 -0.2
C 0.1 -0.2 0.2
O 0.0 0.1 -0.2
C -0.1 0.1 -0.1
C 0.0 0.0 0.0
C 0.0 0.0 0.1
C 0.0 0.0 0.0
C 0.2 0.3 0.1
C 0.1 0.0 0.1
O -0.5 0.2 -0.3
N -0.1 -0.2 0.0
O 0.0 0.0 0.0
O -0.4 -0.2 0.1
N -0.1 0.0 -0.2
O 0.1 0.1 0.1
O 0.0 0.0 0.1
H 0.0 0.0 0.0
H 0.0 0.0 0.0
S 0.1 0.1 0.0
C 0.0 0.0 0.0
S -0.1 -0.1 -0.1
C 0.0 0.2 0.0
C -0.1 -0.1 0.1
N 0.0 0.0 0.0
C -0.1 -0.1 0.2
N 0.1 0.1 -0.1